{"formula": "C2H3NO2", "method": "ωB97M-V/def2-TZVPD", "orbital_gap_ev": 11.02, "smiles": "C=NC1OO1", "e_above_lowest_kcal_mol": 116.3, "e_homo_ha": -0.3767, "e_lumo_ev": 0.77, "charge": 0, "energy_ha": -283.07266, "elements": ["C", "C", "N", "O", "O", "H", "H", "H"], "positions_angstrom": [[0.4853, 0.0677, 0.4989], [-1.4528, -0.3868, -0.4511], [-0.2264, -0.8542, 0.0302], [-2.0476, 0.8467, 0.0060], [-2.5248, -0.4090, 0.4098], [1.3220, -0.3176, 0.9895], [0.3493, 1.0805, 0.4541], [-1.5435, -0.7222, -1.5615]], "nbo_charge": [0.000, 0.426, -0.419, -0.273, -0.246, 0.169, 0.171, 0.172]}